A structure of composition C20H28ClEuF5N2O3Te in a non-equilibrium geometry. Source: OMol25; level of theory: wB97M-V/def2-TZVPD.

The geometry in XYZ format:
```
61
Properties=species:S:1:pos:R:3:forces:R:3:nbo_charge:R:1
Eu 0.87101 0.69816 0.52610 0.7149 -1.2207 -0.6147 1.2917
Cl -1.58107 1.62924 0.71324 -1.0620 0.4080 0.0831 -0.7563
N -0.05790 -1.19374 2.15317 -1.2616 -1.9505 -0.1719 -0.5360
N 0.50325 1.19466 -2.07882 -0.9641 -1.0111 -1.7342 -0.5373
C -1.06038 -2.03596 2.09213 2.0221 2.4935 0.4735 0.6214
C -0.39399 0.85326 -2.96994 1.7588 1.4139 2.3130 0.6182
C 0.08903 -0.76591 3.57091 0.2241 0.1453 -0.2467 0.0659
C -1.22795 -1.22638 4.18819 -0.6348 -0.0816 -0.1271 -0.0819
C 0.30364 0.73741 3.67987 -0.2425 0.2876 -0.0933 -0.6503
C 1.28017 -1.47406 4.21646 0.0695 -0.2084 -0.1829 -0.6136
H -0.50152 1.26364 3.14470 0.2215 -0.0007 0.2150 0.2490
H 1.28542 1.04047 3.27187 -0.2510 -0.1737 0.1701 0.2491
H 0.28369 1.02423 4.74036 0.0306 0.0483 -0.2412 0.2125
H 1.10870 -2.55411 4.23399 0.1008 0.0041 -0.0249 0.1978
H 1.39764 -1.12550 5.24856 -0.0518 -0.0237 -0.0785 0.1991
H 2.20703 -1.26820 3.67227 -0.1618 -0.0396 -0.0108 0.2630
C 0.92570 2.59360 -2.36605 0.0923 -0.2117 0.1872 0.0653
C -0.15993 3.06678 -3.32659 -0.7356 -0.0088 -0.2011 -0.0819
C 2.29796 2.60543 -3.03933 0.0392 -0.2864 -0.0636 -0.6143
C 0.99913 3.43008 -1.09803 -0.2707 0.0913 0.2537 -0.6504
H 0.04504 3.35796 -0.55475 0.2497 0.1515 -0.0456 0.2490
H 1.18259 4.47732 -1.37261 -0.0265 -0.1659 0.1583 0.2136
H 1.83092 3.10935 -0.44521 -0.1742 0.0916 -0.2574 0.2488
H 2.24327 2.09725 -4.00630 0.0930 -0.0361 0.0369 0.1971
H 3.04669 2.10865 -2.41567 -0.1344 0.0010 -0.0621 0.2647
H 2.61356 3.64033 -3.21008 -0.0615 -0.0624 0.0088 0.1993
O -0.90412 1.85925 -3.68782 0.1655 0.3815 -0.8479 -0.4989
H 0.23548 3.49392 -4.25647 -0.1291 -0.0574 0.2375 0.1885
H -0.87610 3.75231 -2.85968 0.1165 -0.0883 -0.1000 0.1943
O -1.84425 -2.07981 3.17511 -0.0792 -0.5727 0.6864 -0.4990
H -1.92202 -0.40200 4.37392 0.0555 -0.0889 0.0213 0.1943
H -1.09700 -1.83543 5.08875 -0.0628 0.1546 -0.1361 0.1884
C -1.38413 -2.97746 0.97984 0.2712 -0.3339 -0.3974 -0.4913
C -0.86762 -0.52339 -3.30597 0.2787 -0.4277 -0.0940 -0.5054
C -1.79993 -1.14332 -2.30107 -0.5280 -0.7273 -0.3128 0.0737
H 0.03603 -1.14144 -3.32700 -0.0680 0.1034 -0.1763 0.2493
H -1.29476 -0.47814 -4.31280 0.0269 -0.0592 0.1601 0.2315
C -1.29203 -2.03005 -1.34811 -0.0439 0.9386 0.5794 -0.2087
C -2.04931 -2.34312 -0.21585 -0.5401 -0.5996 -0.4978 -0.0055
H -0.29441 -2.45326 -1.47220 0.0921 0.5391 0.3199 0.2183
C -3.44203 -2.17414 -0.27396 0.3183 0.2141 -0.2859 -0.0047
C -3.98661 -1.52439 -1.38187 0.2902 0.0270 0.1707 -0.1986
C -4.33709 -2.77383 0.76841 -0.2717 -0.0217 0.2978 -0.6353
C -3.18979 -0.96128 -2.37620 0.2782 -0.1972 0.4080 -0.0219
H -5.06416 -1.40971 -1.44092 0.0112 -0.0599 -0.0563 0.1971
C -3.81879 -0.27983 -3.54889 -0.2599 0.3315 -0.2181 -0.6369
H -4.91117 -0.31266 -3.46543 0.2051 0.0311 -0.0271 0.2119
H -3.54310 -0.76840 -4.49657 -0.0351 0.1442 0.2453 0.2086
H -3.51627 0.76992 -3.61153 -0.0113 -0.0785 -0.0705 0.2328
H -4.19294 -3.86723 0.84228 -0.0229 0.4065 -0.0052 0.2088
H -5.38926 -2.59420 0.51271 0.2405 -0.0403 0.0980 0.2119
H -4.14534 -2.34179 1.75768 -0.0467 -0.1259 -0.1135 0.2346
H -1.97378 -3.79643 1.40931 0.1014 0.1511 -0.1387 0.2326
H -0.41919 -3.36647 0.63558 -0.1367 -0.0870 0.1949 0.2520
F 5.28688 1.30319 -0.23018 1.0213 1.0704 -0.6838 -0.6939
Te 4.11386 0.04027 0.61792 -0.4157 1.0840 0.5608 3.0320
F 2.74812 -1.27259 1.09619 -0.9604 -0.7382 0.2875 -0.6899
F 3.07802 -0.00014 -1.03903 -0.7555 0.0204 -0.9730 -0.6909
F 5.13275 -1.43152 -0.09842 0.8957 -1.4599 -0.7315 -0.6856
F 4.88561 -0.23071 2.35680 0.6832 -0.2028 1.4678 -0.6943
O 2.93770 1.35740 1.21658 -0.2683 0.7139 0.3872 -1.2833
```
Forces are in eV/Å.

Properties
Total charge = -1
LUMO energy (spin up / spin down) = 0.0912 / 0.0910 Eh
Spin multiplicity = 7
⟨S²⟩ = 12.041

***

A structure of composition C20H28ClIN5O4RbSSe2. Source: OMol25; level of theory: wB97M-V/def2-TZVPD.

The geometry in XYZ format:
```
63
Properties=species:S:1:pos:R:3:forces:R:3:nbo_charge:R:1
Rb 0.11379 -0.56528 0.31348 -0.4599 0.2747 -0.0486 0.9091
N 2.26518 0.35216 -2.51980 0.0480 0.0038 0.0180 -0.8599
C 2.93526 -0.95250 -2.46185 -0.0229 0.0123 -0.0803 -0.2894
C 2.76125 -1.55171 -1.06684 0.0117 0.0345 0.0493 0.5595
O 2.86319 -0.73611 -0.09526 0.0271 -0.1059 -0.0739 -0.8387
N 2.52009 -2.83583 -1.04490 0.0351 -0.0469 0.0433 -0.6434
C 2.49931 -3.41392 0.29277 0.0726 0.0270 -0.0964 -0.3426
C 1.15140 -3.37057 0.99801 0.1275 -0.2156 0.0891 0.7821
O 0.17647 -3.96308 0.34768 -0.0219 0.0287 0.0085 -0.7230
O 1.00500 -2.83914 2.09127 -0.0342 0.0320 0.0277 -0.6868
H 2.71344 0.95502 -3.19875 -0.0658 0.0144 -0.0275 0.3397
H 2.41459 0.78166 -1.60818 0.0087 -0.0039 0.0169 0.3820
H 4.01760 -0.87587 -2.64709 -0.0035 -0.0140 0.0119 0.1545
H 2.51168 -1.63752 -3.19604 0.0071 -0.0046 0.0052 0.1889
H 3.20870 -2.92802 0.96934 0.0015 0.0066 0.0020 0.1967
H 2.75583 -4.47574 0.19980 -0.0040 -0.0087 0.0273 0.1832
Cl 2.53651 6.10445 4.20576 -0.0261 -0.0242 -0.0257 -0.0875
C 1.53387 5.14807 3.11700 0.0385 0.0745 0.0662 -0.1119
C 0.67126 5.78996 2.27293 0.0362 -0.0347 -0.0103 -0.2282
C -0.13109 5.06238 1.39955 -0.0357 0.0343 -0.1371 -0.3080
I -1.43974 6.09685 0.13576 0.0139 0.0067 0.0141 0.0491
C -0.13806 3.64354 1.29399 -0.1285 0.0218 0.3264 0.3771
O -0.87752 2.98914 0.53865 0.0958 -0.0216 -0.1152 -0.7040
C 0.80254 2.99132 2.24105 -0.0547 -0.0727 -0.1714 0.1519
N 0.83974 1.63995 2.20523 0.0675 0.1080 0.0412 -0.4243
C 1.65569 0.99650 3.00450 0.0430 -0.0913 -0.0074 0.0285
C 2.50555 1.64605 3.91695 -0.0402 -0.0159 -0.0114 -0.2571
C 2.48516 3.00908 3.97475 -0.0150 0.0256 -0.0096 -0.1760
C 1.62057 3.73571 3.12538 0.0961 -0.0081 0.0933 -0.1231
H 0.61759 6.87070 2.28798 -0.0157 -0.0005 -0.0130 0.2181
H 1.66763 -0.08818 2.92644 0.0181 0.0028 0.0117 0.2063
H 3.16190 1.06759 4.55408 0.0013 -0.0217 -0.0181 0.2049
H 3.12650 3.54677 4.66064 -0.0037 0.0113 -0.0016 0.2112
C -2.54444 2.86368 -2.18509 0.0265 -0.0149 -0.0466 -0.8178
Se -0.80800 2.01794 -2.39934 0.0367 -0.0401 0.0919 0.3357
C -1.19004 0.90473 -3.96048 -0.0267 -0.0373 -0.0097 -0.6016
C -2.49067 0.12281 -3.86426 -0.0057 0.0485 0.0147 -0.5908
Se -2.64110 -0.77852 -2.13264 0.0788 -0.0205 -0.0043 0.3130
C -3.80684 -2.21332 -2.72611 0.0139 0.0011 0.0095 -0.8067
H -2.78260 3.50653 -3.03219 0.0045 -0.0065 -0.0015 0.1910
H -2.43982 3.45378 -1.27797 0.0083 0.0033 0.0206 0.2695
H -3.31560 2.11039 -2.03405 0.0021 -0.0012 -0.0052 0.2144
H -0.33682 0.22534 -3.98206 0.0197 0.0099 -0.0148 0.2413
H -1.17693 1.51243 -4.86838 -0.0229 0.0005 0.0071 0.1953
H -2.53715 -0.64194 -4.64311 0.0204 0.0049 -0.0018 0.2041
H -3.34991 0.78479 -3.98605 0.0020 -0.0036 -0.0302 0.1965
H -4.74416 -1.81706 -3.11467 -0.0027 0.0011 0.0027 0.1952
H -3.99775 -2.80671 -1.83369 -0.0047 -0.0062 -0.0098 0.2552
H -3.30789 -2.82008 -3.48029 -0.0082 -0.0132 0.0016 0.2001
C -4.76358 -5.17026 2.33906 0.0074 -0.0002 0.0016 -0.4075
N -4.08537 -3.92897 2.69111 0.0059 -0.0240 0.0977 -0.6741
C -2.98534 -3.57124 1.86620 0.0961 -0.0848 -0.2177 0.3102
S -3.16867 -2.11386 0.97081 -0.0746 0.0634 0.0335 -0.4959
N -1.93006 -4.31622 1.79920 -0.0605 0.0289 0.0351 -0.6191
C -1.70454 -5.38455 2.74490 -0.0313 -0.0100 0.0320 -0.4269
H -5.70175 -5.22792 2.89430 0.0109 0.0042 0.0015 0.1826
H -4.16849 -6.04177 2.60745 0.0287 0.0054 0.0073 0.1878
H -4.99233 -5.23312 1.26653 0.0085 0.0078 0.0027 0.1742
H -4.73445 -3.15558 2.64758 0.0172 0.0085 -0.0132 0.3858
H -0.71165 -4.00707 0.92689 0.0583 0.0613 -0.0093 0.5034
H -1.98562 -6.36756 2.34388 -0.0116 0.0035 -0.0068 0.1647
H -2.24302 -5.23041 3.68633 -0.0022 -0.0193 -0.0013 0.1826
H -0.63368 -5.42309 2.96192 -0.0129 0.0010 0.0081 0.1991
```
Forces are in eV/Å.

Properties
Total charge = -2
LUMO energy = 0.1395 Eh

***

Question: Look up the total charge of the second one.
Answer: -2